Formula: C9H14N3O4SbSe4V
Source: OMol25
Level of theory: wB97M-V/def2-TZVPD

Element x y z (Å)
V1 -0.4192 -0.2389 -0.8666
C1 -1.6788 -0.8436 2.2154
O1 -0.7011 0.0026 1.6046
C2 -0.6658 1.3188 2.1508
C3 -0.7976 2.3069 1.0101
O2 0.0236 1.8809 -0.0691
C4 1.4122 2.1667 -0.0108
C5 2.1870 0.9835 0.5244
O3 1.7816 -0.1624 -0.2037
C6 2.4396 -1.3406 0.2479
H1 -1.4435 -0.9771 3.2741
H2 -1.6415 -1.8037 1.7058
H3 -2.6744 -0.4111 2.0950
H4 0.2757 1.4418 2.6958
H5 -1.4841 1.4624 2.8621
H6 -0.5352 3.3231 1.3203
H7 -1.8079 2.2971 0.6000
H8 1.5970 3.0498 0.6083
H9 1.7082 2.3804 -1.0392
H10 2.0116 0.8091 1.5917
H11 3.2603 1.1559 0.3731
H12 3.5218 -1.2125 0.1655
H13 2.1222 -2.1537 -0.3957
H14 2.1648 -1.5506 1.2867
Se1 -2.7769 -1.5355 -4.7206
Sb1 -2.3174 0.4587 -3.5180
Se2 0.1850 0.6214 -2.9874
Se3 -2.7706 0.1253 -1.0305
Se4 -3.1407 2.6012 -4.1879
O4 -0.2686 -2.0380 -1.2175
N1 0.2923 -3.0475 -1.7973
C7 0.3227 -4.1223 -1.0756
C8 -0.1514 -4.2093 0.2919
N2 -0.5259 -4.2723 1.3771
C9 0.9502 -5.2932 -1.6603
N3 1.4568 -6.2330 -2.0833

* multiplicity: 3
* total charge: -1
* expectation value of S²: 2.0377
* LUMO level (alpha / beta): 0.0683 / 0.0680 Eh
* energy relative to the best compared isomer or geometry (same formula, charge and spin): 0.0 kcal per mole

Results of the Löwdin charge analysis, in e, for atoms 1 through 6: number 1, V, carries 0.20; number 2, C, carries -0.09; number 3, O, carries -0.28; number 4, C, carries -0.18; number 5, C, carries -0.17; number 6, O, carries -0.28

Formula: C9H14N4O3
Source: OMol25
Level of theory: wB97M-V/def2-TZVPD

Element x y z (Å)
C1 0.0191 -1.2472 0.0636
C2 1.3200 -1.2899 -0.7819
C3 -0.9827 -0.8364 -0.9406
C4 -2.3271 -0.6832 -0.3817
C5 -3.5066 -1.2582 -0.8637
C6 -3.6885 -0.8227 1.2993
C7 2.1315 1.2042 -0.1411
C8 2.2971 2.3390 -1.2359
C9 3.0248 1.1105 1.0914
H1 0.4294 -0.5843 1.9486
H2 -0.9457 -0.1126 1.5311
H3 -0.2024 -2.1930 0.5524
H4 -0.8567 -1.6891 -1.7507
H5 -0.3266 0.1885 -1.3010
H6 -3.7686 -1.5239 -1.8688
H7 -4.1356 -0.4833 2.2102
H8 -5.5605 -1.2004 0.3123
H9 2.4929 -0.2660 -1.8460
H10 1.1251 1.3885 0.4010
H11 4.2837 1.7964 0.6771
H12 2.5054 1.8127 2.1953
H13 3.1604 -0.2242 1.4066
H14 1.9692 3.5799 0.2987
N1 0.0159 -0.2227 1.1215
N2 -2.5083 -0.3808 1.0262
N3 -4.4171 -1.3817 0.2373
N4 2.0809 -0.1381 -0.8943
O1 1.6957 -2.4439 -1.2621
O2 2.7545 2.0868 -2.3307
O3 1.9207 3.4753 -0.7739

* total charge: 0
* LUMO level: 0.0078 Eh
* energy relative to the best compared isomer or geometry (same formula, charge and spin): 189.1 kcal per mole

Results of the Löwdin charge analysis, in e, for atoms 1 through 6: number 1, C, carries -0.35; number 2, C, carries -0.40; number 3, C, carries -0.14; number 4, C, carries -0.23; number 5, C, carries -0.04; number 6, C, carries -0.21

Formula: C9H14N4O3
Source: OMol25
Level of theory: wB97M-V/def2-TZVPD

Element x y z (Å)
C1 2.4669 1.8714 -1.1869
C2 1.7770 0.7110 -0.4405
N1 1.0355 1.1647 0.7439
C3 -0.1527 0.6449 1.2432
O1 -0.8873 1.2974 1.9653
C4 -0.3687 -0.9110 1.0549
N2 -0.0859 -1.6698 2.2820
C5 -1.8182 -1.2452 0.7731
C6 -2.2488 -0.5384 -0.4841
C7 -3.5097 -0.4291 -1.0084
N3 -3.3131 0.2140 -2.2387
C8 -1.9565 0.4144 -2.3604
N4 -1.3064 0.0566 -1.2940
C9 2.8227 -0.3474 -0.0377
O2 3.4114 -1.0463 -0.8188
O3 3.0920 -0.4524 1.2594
H1 3.1610 2.3896 -0.5105
H2 3.0993 1.5382 -2.0113
H3 1.6629 2.5743 -1.4981
H4 1.0821 0.1557 -1.0969
H5 1.0732 2.1699 0.9370
H6 0.2442 -1.3464 0.2715
H7 -0.5228 -1.2033 3.0245
H8 0.9147 -1.6469 2.5029
H9 -2.4248 -0.8921 1.6239
H10 -2.0632 -2.3160 0.7861
H11 -4.4739 -0.8544 -0.6563
H12 -4.0550 0.5508 -2.8101
H13 -1.5591 0.8501 -3.2694
H14 2.5509 0.2587 1.6877

* total charge: 0
* LUMO level: 0.0229 Eh
* energy relative to the best compared isomer or geometry (same formula, charge and spin): 20.3 kcal per mole

Results of the Löwdin charge analysis, in e, for atoms 1 through 6: number 1, C, carries -0.02; number 2, C, carries -0.28; number 3, N, carries 0.08; number 4, C, carries -0.41; number 5, O, carries 0.08; number 6, C, carries -0.31

Formula: C9H14N4O3PtSe
Source: OMol25
Level of theory: wB97M-V/def2-TZVPD

Element x y z (Å)
Pt1 0.4889 1.7304 1.0909
N1 2.3691 0.4817 1.0518
C1 2.3741 -0.2902 2.3085
C2 0.9512 -0.6459 2.7062
O1 0.6896 -1.7341 3.1971
N2 0.1252 0.3990 2.5312
C3 -1.2967 0.2922 2.8173
C4 -2.0959 0.3931 1.5285
O2 -3.2619 0.0485 1.5054
O3 -1.4359 0.9047 0.5145
H1 2.2024 -0.1344 0.2673
H2 3.2475 0.9636 0.9113
H3 2.7883 0.3432 3.0911
H4 2.9624 -1.2028 2.2451
H5 -1.6403 1.1445 3.4089
H6 -1.5479 -0.6332 3.3235
C5 -2.5876 2.9869 -1.3255
N3 -1.4794 2.7354 -2.2478
C6 -1.6044 2.2670 -3.5368
C7 -0.3576 2.1245 -4.0306
N4 0.5127 2.5108 -3.0308
C8 1.9661 2.4767 -3.1142
C9 -0.1853 2.8764 -1.9403
Se1 0.5294 3.6478 -0.3809
H7 -3.5201 2.7989 -1.8491
H8 -2.5533 4.0175 -0.9814
H9 -2.5038 2.3161 -0.4719
H10 -2.5613 2.0823 -3.9913
H11 -0.0198 1.8020 -4.9996
H12 2.2500 2.3272 -4.1523
H13 2.3578 1.6638 -2.5064
H14 2.3772 3.4121 -2.7471

* total charge: 0
* LUMO level (alpha / beta): -0.0169 / -0.0170 Eh
* energy relative to the best compared isomer or geometry (same formula, charge and spin): 39.1 kcal per mole

Results of the Löwdin charge analysis, in e, for atoms 1 through 6: number 1, Pt, carries 0.79; number 2, N, carries -0.07; number 3, C, carries -0.16; number 4, C, carries -0.57; number 5, O, carries 0.04; number 6, N, carries -0.16